[1]
{"formula": "C24H45ClP2Pt", "method": "ωB97M-V with the def2-TZVPD basis set", "orbital_gap_ev": [7.00, 2.79], "homo_ev": [-12.442, -12.442], "multiplicity": 5, "e_tot_ha": -2202.953028, "max_force_ev_per_a": 7.5, "total_charge": 2, "elements": ["Pt", "C", "C", "C", "C", "C", "C", "H", "H", "H", "C", "H", "H", "H", "C", "H", "H", "H", "C", "H", "H", "H", "C", "H", "H", "H", "C", "C", "C", "C", "C", "C", "C", "C", "H", "H", "H", "H", "H", "H", "H", "H", "H", "H", "H", "H", "P", "C", "H", "H", "H", "C", "H", "H", "H", "C", "H", "H", "H", "P", "C", "H", "H", "H", "C", "H", "H", "H", "C", "H", "H", "H", "Cl"], "coordinates": [[0.037, -0.881, -0.483], [2.072, 2.335, -1.118], [1.496, 2.180, -2.408], [-0.207, 2.617, -0.930], [1.017, 2.622, -0.202], [0.093, 2.382, -2.303], [3.507, 2.239, -0.795], [4.003, 1.469, -1.405], [3.662, 1.997, 0.263], [4.018, 3.196, -0.995], [1.129, 2.818, 1.253], [2.162, 2.692, 1.594], [0.505, 2.077, 1.776], [0.785, 3.817, 1.558], [-1.549, 2.759, -0.337], [-1.772, 3.802, -0.068], [-1.631, 2.144, 0.571], [-2.319, 2.419, -1.041], [-0.878, 2.311, -3.412], [-0.490, 2.834, -4.298], [-1.824, 2.783, -3.123], [-1.096, 1.273, -3.711], [2.251, 1.885, -3.651], [2.873, 2.747, -3.935], [1.565, 1.676, -4.480], [2.921, 1.020, -3.532], [1.005, -2.465, 0.213], [1.923, -1.516, -0.467], [2.393, -1.810, -1.868], [1.292, -1.641, -2.966], [-0.057, -1.206, -2.437], [-0.935, -2.120, -1.681], [-0.516, -3.571, -1.538], [0.614, -3.761, -0.482], [2.823, -2.819, -1.911], [1.194, -2.551, -3.576], [3.230, -1.135, -2.110], [1.497, -4.244, -0.915], [1.085, -2.480, 1.305], [2.620, -0.996, 0.194], [0.274, -4.460, 0.292], [-1.389, -4.148, -1.208], [-2.006, -1.956, -1.815], [-0.239, -4.010, -2.504], [1.631, -0.876, -3.682], [-0.591, -0.482, -3.074], [2.733, 0.025, 3.665], [2.962, 1.021, 5.193], [3.217, 0.381, 6.050], [2.036, 1.567, 5.405], [3.761, 1.753, 5.032], [1.340, -1.044, 4.242], [1.472, -1.419, 5.267], [1.254, -1.889, 3.537], [0.423, -0.439, 4.159], [4.090, -1.196, 3.910], [3.933, -2.045, 3.233], [4.113, -1.557, 4.950], [5.043, -0.714, 3.655], [-4.868, -0.280, 0.285], [-5.941, -0.222, -1.218], [-6.305, -1.241, -1.412], [-5.277, 0.044, -2.055], [-6.770, 0.496, -1.159], [-5.457, -1.884, 0.972], [-5.270, -2.658, 0.212], [-6.518, -1.871, 1.262], [-4.819, -2.130, 1.833], [-5.579, 0.926, 1.494], [-6.666, 0.859, 1.633], [-5.281, 1.934, 1.158], [-5.055, 0.759, 2.452], [-0.748, -0.138, 1.690]], "forces_ev_per_a": [[-3.85, 5.20, 3.74], [-0.01, 0.12, 0.08], [0.13, -0.01, -0.26], [0.12, -0.12, -0.19], [-0.12, -0.11, 0.22], [0.20, -0.24, 0.25], [0.32, -0.26, 0.15], [-0.12, 0.28, 0.12], [-0.01, 0.07, -0.23], [-0.14, -0.20, 0.00], [0.35, 0.10, 0.28], [-0.30, 0.03, 0.00], [0.12, 0.17, -0.11], [-0.01, -0.17, -0.14], [-0.53, -0.05, 0.07], [0.11, -0.18, -0.03], [0.13, 0.21, -0.12], [0.13, 0.16, 0.12], [-0.32, 0.32, -0.30], [-0.14, -0.18, 0.19], [0.19, -0.11, -0.17], [0.13, 0.32, 0.07], [-0.16, -0.07, -0.28], [-0.08, -0.19, 0.08], [0.24, 0.05, 0.15], [-0.13, 0.30, 0.06], [3.48, -0.87, -0.48], [0.92, -2.66, 0.75], [0.46, 0.09, -0.63], [0.47, -0.01, -0.59], [-0.85, -1.69, -1.19], [0.41, -0.64, -3.50], [-0.36, -0.36, 0.77], [-0.35, -0.23, 0.49], [-0.08, 0.13, -0.01], [0.02, 0.08, 0.23], [-0.25, -0.20, 0.10], [-0.05, 0.28, -0.07], [-0.35, 0.06, -0.31], [-0.30, 0.29, -0.11], [-0.02, 0.17, -0.21], [0.19, 0.13, -0.05], [0.11, 0.11, 0.30], [0.07, 0.32, 0.09], [-0.10, -0.25, 0.24], [0.34, -0.08, 0.61], [-0.05, -0.50, 0.39], [0.05, 0.17, -0.04], [-0.11, 0.20, -0.21], [0.18, -0.05, 0.03], [-0.10, -0.09, 0.15], [-0.21, 0.22, -0.36], [0.02, 0.12, -0.31], [-0.10, 0.24, 0.37], [0.22, -0.43, 0.21], [0.12, 0.14, -0.14], [0.13, 0.14, 0.14], [0.06, 0.08, -0.33], [-0.12, -0.27, 0.15], [-4.15, -0.64, 1.00], [1.24, 0.11, -0.75], [0.11, 0.35, 0.18], [-0.52, 0.07, -0.09], [0.40, -0.09, 0.24], [1.93, -0.53, 0.04], [-0.22, 0.16, 0.26], [0.28, 0.44, -0.22], [-0.40, -0.06, -0.05], [1.90, 0.70, 0.05], [0.29, -0.33, -0.42], [-0.39, -0.25, 0.21], [-0.34, 0.04, -0.30], [-0.24, -0.07, -0.35]]}



[2]
{"formula": "C24H45EuNP2Si", "method": "ωB97M-V with the def2-TZVPD basis set", "orbital_gap_ev": [4.25, 4.24], "homo_ev": [-4.899, -4.899], "multiplicity": 8, "e_tot_ha": -2678.430922, "max_force_ev_per_a": 4.6, "elements": ["P", "P", "C", "C", "H", "H", "H", "H", "C", "H", "H", "H", "C", "H", "H", "H", "C", "H", "H", "H", "C", "H", "H", "H", "Eu", "C", "C", "C", "C", "C", "C", "C", "C", "C", "H", "H", "H", "H", "H", "H", "H", "H", "H", "H", "H", "H", "H", "H", "H", "C", "Si", "C", "C", "N", "C", "C", "C", "C", "C", "C", "H", "H", "H", "H", "H", "H", "H", "H", "H", "H", "H", "H", "H", "H"], "coordinates": [[0.272, -2.449, -3.774], [0.313, 1.491, -3.159], [-0.048, -0.857, -4.607], [1.001, 0.200, -4.228], [-1.088, -0.564, -4.342], [-0.033, -1.023, -5.701], [1.906, -0.225, -3.757], [1.349, 0.725, -5.135], [-0.674, 2.460, -4.335], [-1.086, 3.363, -3.851], [-1.516, 1.841, -4.692], [-0.039, 2.751, -5.182], [1.715, 2.393, -2.503], [1.980, 3.195, -3.223], [2.597, 1.745, -2.381], [1.513, 2.858, -1.528], [-0.917, -3.535, -4.553], [-1.017, -4.432, -3.928], [-0.559, -3.801, -5.558], [-1.896, -3.029, -4.615], [1.899, -3.108, -4.059], [2.658, -2.318, -4.055], [1.871, -3.619, -5.030], [2.107, -3.824, -3.254], [1.457, 0.370, 1.306], [-1.139, 0.907, -2.031], [-2.525, 0.609, -2.257], [-3.239, -0.654, -2.034], [-2.597, -1.843, -1.246], [-1.543, -2.658, -1.787], [-0.153, -2.349, -2.020], [0.481, -1.101, -1.252], [-0.375, 0.113, -0.901], [1.515, -1.612, 2.727], [-1.243, 1.965, -1.659], [-3.209, 1.463, -2.538], [-3.587, -1.014, -3.021], [-4.182, -0.450, -1.463], [-2.385, -1.538, -0.217], [-3.447, -2.566, -1.188], [-1.797, -3.697, -2.016], [0.447, -3.211, -1.659], [1.366, -0.751, -1.807], [0.879, -1.570, -0.313], [-1.050, -0.045, -0.041], [0.368, 0.895, -0.605], [2.361, -1.887, 3.369], [1.386, -2.367, 1.925], [0.595, -1.551, 3.317], [3.526, 1.192, 3.553], [1.935, 1.681, 4.445], [1.805, 0.582, 5.945], [2.017, 3.475, 4.946], [0.596, 1.427, 3.339], [-0.696, 1.340, 3.778], [-1.663, 0.691, 2.964], [-2.852, 0.240, 3.536], [-3.150, 0.491, 4.886], [-2.255, 1.244, 5.663], [-1.078, 1.739, 5.104], [4.304, 1.497, 4.266], [3.672, 1.762, 2.625], [3.632, 0.118, 3.369], [2.717, 0.686, 6.550], [0.944, 0.859, 6.564], [1.690, -0.472, 5.652], [1.904, 4.122, 4.066], [1.228, 3.737, 5.663], [2.989, 3.690, 5.417], [-1.413, 0.503, 1.910], [-3.561, -0.284, 2.901], [-4.086, 0.133, 5.327], [-2.495, 1.484, 6.696], [-0.404, 2.366, 5.696]], "forces_ev_per_a": [[-1.35, 1.42, -0.57], [-0.38, -1.47, -1.59], [0.20, -0.28, -0.62], [0.82, 0.72, -0.93], [0.49, -0.26, 0.12], [-0.08, 0.07, 0.46], [-0.39, 0.13, -0.16], [0.08, -0.40, 0.08], [0.49, 0.54, -0.04], [0.13, -0.38, -0.19], [0.34, 0.11, 0.36], [-0.23, 0.08, 0.12], [0.68, 1.09, -0.30], [0.11, -0.21, 0.51], [-0.43, 0.02, -0.15], [-0.19, -0.02, -0.27], [-0.08, -0.44, -0.21], [-0.09, 0.16, -0.30], [-0.07, 0.01, 0.18], [0.54, -0.25, 0.20], [0.43, -0.17, -0.76], [-0.09, -0.25, -0.04], [0.47, 0.02, 0.27], [0.00, 0.10, -0.18], [0.08, 0.40, 1.88], [-2.61, 0.55, 3.80], [0.58, 1.35, -0.53], [-0.83, -1.18, -0.09], [-2.05, 0.51, -0.09], [0.86, -1.14, -1.27], [0.28, 0.24, 2.39], [0.02, -1.45, -0.17], [-0.08, 1.15, -0.45], [0.20, -0.16, -0.72], [0.68, -0.24, 0.00], [1.11, -0.78, 0.28], [-0.10, -0.63, 0.25], [0.54, 0.22, -0.44], [-0.34, 0.36, 0.31], [0.41, 0.59, 0.36], [0.09, 0.24, 0.26], [0.40, -0.01, -0.13], [-0.05, -0.12, 0.12], [-0.36, 0.32, -0.57], [0.16, -0.11, -0.51], [-0.46, -0.17, -0.22], [-0.18, -0.13, -0.12], [0.00, -0.32, 0.50], [0.04, -0.11, -0.02], [-0.02, 0.31, 0.14], [-1.72, -0.51, -0.80], [0.21, -0.09, 0.33], [0.54, 0.32, 0.19], [1.19, 0.61, -0.49], [0.21, -0.26, 0.53], [-0.08, 0.13, 0.86], [0.05, 0.44, 0.00], [0.04, -0.07, -0.04], [-0.03, 0.29, -0.68], [-0.41, -0.58, -0.48], [0.14, -0.06, -0.37], [0.22, 0.02, 0.03], [-0.11, 0.14, 0.05], [-0.17, -0.13, 0.00], [0.26, -0.13, -0.08], [0.06, 0.27, 0.03], [0.03, -0.11, 0.18], [0.18, -0.05, -0.17], [-0.21, 0.14, -0.03], [-0.27, -0.05, 0.45], [0.01, -0.02, 0.17], [0.40, 0.09, -0.24], [-0.03, -0.05, -0.13], [-0.30, -0.36, -0.25]]}



[3]
{"formula": "C24H45F5NO8S2", "method": "ωB97M-V with the def2-TZVPD basis set", "orbital_gap_ev": 8.78, "homo_ev": -6.380, "e_tot_ha": -2893.870716, "max_force_ev_per_a": 1.0, "total_charge": -1, "elements": ["O", "S", "O", "N", "S", "O", "O", "C", "F", "F", "C", "C", "C", "C", "C", "C", "F", "F", "F", "C", "H", "H", "H", "H", "H", "C", "C", "O", "C", "C", "H", "H", "H", "H", "H", "H", "H", "H", "H", "H", "C", "C", "O", "C", "C", "H", "H", "H", "H", "H", "H", "H", "H", "H", "H", "C", "C", "O", "C", "C", "H", "H", "H", "H", "H", "H", "H", "H", "H", "H", "C", "C", "O", "C", "C", "H", "H", "H", "H", "H", "H", "H", "H", "H", "H"], "coordinates": [[-1.884, 2.862, 3.438], [-1.635, 2.443, 2.083], [-2.654, 1.613, 1.476], [-0.175, 1.767, 2.026], [0.591, 1.908, 0.649], [2.011, 1.836, 0.872], [0.137, 2.996, -0.189], [0.227, 0.309, -0.260], [1.343, -0.085, -0.898], [-0.715, 0.548, -1.189], [-0.209, -0.754, 0.716], [-1.553, -1.092, 0.828], [-1.930, -2.055, 1.756], [-0.965, -2.653, 2.553], [0.373, -2.302, 2.434], [1.422, -2.923, 3.297], [0.913, -3.749, 4.216], [2.334, -3.619, 2.612], [2.105, -1.982, 3.973], [0.767, -1.341, 1.507], [-1.558, 3.534, 1.292], [-2.258, -0.588, 0.194], [-2.973, -2.303, 1.848], [-1.260, -3.403, 3.269], [1.804, -1.066, 1.414], [-0.708, -4.924, -3.601], [0.123, -3.791, -3.021], [-0.227, -3.441, -1.699], [-0.085, -4.458, -0.726], [1.337, -4.970, -0.573], [-1.772, -4.695, -3.523], [-0.458, -5.073, -4.653], [-0.531, -5.867, -3.082], [-0.036, -2.887, -3.609], [1.192, -4.025, -3.087], [-0.777, -5.284, -0.932], [-0.408, -4.004, 0.211], [1.685, -5.490, -1.468], [1.397, -5.669, 0.262], [2.019, -4.140, -0.383], [3.042, -6.616, 7.755], [3.330, -7.715, 6.745], [2.592, -7.599, 5.545], [2.813, -6.412, 4.798], [4.248, -6.237, 4.332], [1.972, -6.553, 7.956], [3.564, -6.821, 8.691], [3.371, -5.639, 7.399], [3.045, -8.679, 7.167], [4.405, -7.769, 6.532], [2.480, -5.537, 5.363], [2.158, -6.489, 3.931], [4.934, -6.087, 5.168], [4.323, -5.365, 3.681], [4.582, -7.118, 3.781], [-4.179, 6.786, -2.280], [-3.714, 5.963, -1.089], [-4.405, 4.741, -0.926], [-4.301, 3.832, -2.007], [-2.875, 3.423, -2.326], [-5.257, 6.949, -2.234], [-3.676, 7.754, -2.286], [-3.957, 6.293, -3.228], [-3.895, 6.520, -0.170], [-2.633, 5.788, -1.144], [-4.793, 4.243, -2.899], [-4.878, 2.957, -1.707], [-2.287, 4.268, -2.687], [-2.866, 2.653, -3.100], [-2.375, 3.032, -1.439], [0.120, 5.435, -3.627], [-0.561, 6.275, -4.692], [-0.469, 7.673, -4.475], [0.840, 8.204, -4.434], [1.628, 8.005, -5.718], [-0.248, 5.699, -2.635], [-0.076, 4.377, -3.799], [1.203, 5.573, -3.624], [-1.629, 6.055, -4.700], [-0.180, 6.018, -5.688], [1.391, 7.799, -3.578], [0.713, 9.271, -4.248], [1.837, 6.951, -5.908], [2.584, 8.526, -5.656], [1.071, 8.394, -6.572]], "forces_ev_per_a": [[0.08, 0.16, -0.06], [-0.37, -0.49, 0.53], [0.09, -0.01, -0.21], [-0.21, 0.71, -0.68], [0.75, 0.14, 0.33], [-0.06, -0.29, 0.14], [-0.33, -0.12, -0.18], [-0.28, 0.04, 0.77], [0.40, -0.02, -0.39], [-0.31, 0.04, -0.32], [0.14, 0.02, -0.31], [0.56, -0.24, 0.21], [0.32, 0.38, -0.31], [-0.09, -0.10, 0.08], [-0.18, 0.16, -0.41], [-0.30, 0.71, 0.24], [-0.25, -0.45, 0.30], [0.39, -0.41, -0.45], [0.23, 0.16, 0.13], [-0.56, -0.41, 0.17], [0.16, 0.03, 0.10], [-0.25, 0.04, 0.01], [-0.13, -0.17, 0.13], [0.00, -0.08, 0.15], [0.17, 0.17, -0.06], [-0.01, -0.07, 0.10], [0.04, -0.01, -0.08], [-0.09, 0.10, 0.02], [0.00, -0.01, 0.11], [0.05, 0.01, -0.15], [0.00, 0.03, -0.03], [0.00, 0.02, -0.01], [0.03, -0.01, -0.03], [0.00, 0.04, 0.06], [-0.01, -0.05, -0.01], [0.05, -0.04, -0.02], [-0.02, 0.07, -0.05], [-0.02, -0.05, 0.02], [-0.01, 0.02, 0.03], [-0.02, 0.01, 0.06], [0.00, 0.09, -0.07], [0.04, 0.00, 0.08], [-0.07, -0.12, -0.05], [0.03, 0.10, -0.07], [0.07, -0.07, 0.10], [0.00, -0.03, 0.02], [0.00, -0.02, 0.01], [0.04, -0.01, 0.02], [-0.03, -0.02, -0.05], [0.01, 0.04, 0.02], [0.04, 0.01, 0.01], [-0.05, -0.06, 0.04], [-0.01, 0.06, -0.01], [-0.03, 0.00, -0.01], [-0.02, 0.01, -0.04], [-0.03, -0.08, -0.07], [0.10, 0.05, 0.02], [-0.15, 0.06, 0.07], [0.04, -0.11, -0.13], [0.07, 0.08, 0.10], [0.00, 0.02, 0.03], [0.01, 0.00, 0.01], [0.04, 0.03, 0.00], [-0.03, -0.05, 0.03], [0.00, 0.01, -0.03], [0.02, 0.03, -0.01], [0.00, 0.03, 0.10], [-0.01, -0.03, -0.07], [-0.02, -0.02, 0.01], [0.00, -0.05, -0.02], [0.09, 0.14, 0.00], [0.00, -0.17, 0.03], [-0.12, 0.10, -0.04], [0.09, 0.03, 0.05], [-0.05, -0.11, -0.05], [-0.02, -0.06, 0.01], [-0.01, -0.01, 0.03], [0.01, -0.05, -0.03], [-0.02, 0.08, 0.01], [0.03, 0.00, 0.01], [0.03, -0.03, -0.03], [-0.07, 0.00, 0.01], [0.05, 0.01, 0.03], [0.00, 0.02, 0.01], [0.01, 0.04, 0.01]]}